DFT (ωB97M-V/def2-TZVPD) results for a structure of composition C20H55O18PS6Si2 in a non-equilibrium geometry.

Element x y z (Å)
H1 -1.406 -0.566 0.108
S1 3.199 1.222 0.597
H2 -1.267 -2.120 -3.008
C1 2.213 4.283 0.083
H3 -0.595 -4.542 2.586
O1 3.039 -2.940 -4.473
H4 -9.802 -2.708 1.882
H5 2.445 -0.444 -2.291
H6 -0.877 -6.407 -1.382
H7 -5.503 3.294 -1.362
H8 -3.867 2.973 -1.946
S2 5.952 5.364 -1.853
H9 -0.971 0.408 1.553
C2 1.632 -0.802 -3.028
Si1 2.753 -3.863 -5.904
H10 8.286 7.155 -1.198
O2 0.273 -1.466 3.431
S3 -1.696 1.749 -0.252
H11 -5.033 2.147 0.757
H12 -5.105 -1.419 6.250
C3 -2.190 -3.531 3.635
C4 -0.908 0.335 0.468
H13 -9.118 -3.228 3.425
C5 -0.706 -5.465 -0.741
H14 2.395 5.314 -0.231
O3 -5.601 -3.042 3.850
S4 3.771 -6.588 -4.256
H15 4.048 -4.067 -6.587
H16 -0.881 -1.267 6.750
H17 5.942 7.975 -0.851
H18 5.399 4.602 -4.016
O4 -7.230 -1.198 3.470
H19 4.283 3.796 0.496
H20 1.751 -6.758 -6.275
H21 4.941 3.442 -2.739
H22 3.911 0.082 2.539
O5 5.237 5.442 -0.605
H23 8.323 7.891 -2.794
O6 4.540 1.202 0.072
C6 0.943 -2.081 -2.336
C7 6.379 7.946 -1.853
H24 -9.847 -1.633 3.299
C8 -4.665 2.596 -1.303
H25 2.151 3.664 -0.814
O7 -3.198 1.429 0.256
H26 -1.071 -3.016 1.856
O8 -1.938 -0.597 4.267
H27 3.074 -0.988 1.378
C9 -9.248 -2.371 2.761
H28 1.775 -0.979 -5.825
H29 1.689 -2.905 -2.053
H30 0.135 0.334 0.150
H31 -0.115 -2.770 -4.285
P1 2.167 -5.909 -5.195
H32 3.828 -0.437 -4.638
C10 4.954 4.493 -3.028
C11 -0.087 -1.232 6.006
O9 3.026 2.512 1.550
H33 8.241 8.915 -1.341
H34 0.912 0.068 -3.188
H35 3.944 4.901 -3.006
O10 -1.305 -2.978 4.613
C12 3.318 3.802 1.006
O11 -7.526 -2.699 5.433
O12 -1.185 -4.244 -1.330
H36 0.516 -4.667 -2.495
S5 -6.523 -2.179 4.543
H37 -4.977 1.630 -1.708
C13 -4.190 2.447 0.131
C14 -5.600 -0.938 5.406
O13 -1.220 2.934 0.414
H38 0.519 -1.703 -1.330
C15 7.895 7.983 -1.793
H39 0.648 -2.016 6.182
H40 3.404 4.491 1.849
O14 -0.113 -5.456 0.343
C16 3.063 -0.011 1.862
H41 -1.061 -4.868 -3.423
H42 1.073 -5.870 -4.264
C17 -0.284 -2.699 -3.154
C18 -7.908 -1.783 2.358
H43 1.242 4.228 0.582
C19 -1.452 -3.905 2.363
H44 -7.276 -2.532 1.873
H45 -3.013 -2.842 3.426
O15 -1.651 1.612 -1.685
H46 0.399 -0.256 6.018
O16 7.292 4.848 -1.928
Si2 2.600 -1.265 -4.648
H47 -4.861 -0.511 4.730
H48 -2.628 -4.430 4.074
H49 -3.817 3.398 0.525
H50 -8.073 -0.982 1.632
O17 2.047 1.116 -0.260
H51 -6.289 -0.175 5.766
H52 -2.114 -4.428 1.672
H53 6.021 8.831 -2.386
C20 -0.533 -4.214 -2.654
H54 1.707 -3.340 -6.779
H55 2.122 0.130 2.392
O18 5.905 6.809 -2.576
S6 -0.794 -1.464 4.399

Output
Strongest force on any atom   4.33 eV/Å
Net charge   0
Frontier orbital gap   8.689 eV
E_tot   -5458.76054 Eh

=====

DFT (ωB97M-V/def2-TZVPD) results for a cluster of 14 separate species, C20H56BN13O29P in total in a non-equilibrium geometry.

Element x y z (Å)
C1 3.715 3.180 -0.634
C2 -0.127 -0.905 1.167
H1 -5.266 1.523 0.353
O1 -6.257 0.518 3.771
O2 1.721 4.351 -0.146
C3 -4.701 1.307 1.256
H2 -1.589 -3.120 5.711
C4 -1.353 -1.100 9.074
H3 4.253 7.080 -1.951
N1 -1.211 -4.084 -0.879
O3 3.991 0.382 -3.798
C5 0.435 -8.464 3.963
O4 2.371 8.918 -1.593
H4 2.999 -4.042 1.300
C6 1.628 2.059 -2.531
N2 8.786 1.955 -3.540
N3 -3.427 0.670 0.847
O5 2.709 -1.266 -0.240
O6 7.168 6.583 -1.414
N4 -5.414 -1.500 -2.115
H5 0.843 -0.703 1.625
H6 6.014 -1.201 -3.533
H7 4.153 -2.890 0.569
O7 8.336 0.839 -3.341
H8 3.958 3.502 0.374
H9 -10.117 -0.222 -6.439
H10 -0.823 -0.206 1.613
C7 -2.577 -3.599 -0.540
O8 5.871 5.077 -2.239
O9 -1.112 -5.150 -1.424
H11 -2.363 -4.314 4.628
H12 7.464 3.061 -2.357
H13 2.318 1.418 -1.973
H14 2.748 -0.816 -3.100
C8 0.574 7.591 -2.177
H15 1.938 1.974 -3.575
O10 -3.076 -0.084 7.902
B1 1.736 -1.185 -1.228
O11 -2.468 -2.055 7.291
O12 -7.964 -1.839 -5.110
N5 1.314 8.451 -1.214
H16 0.005 0.774 -3.151
H17 5.212 7.720 -0.587
H18 2.838 -0.371 0.101
C9 -6.892 -1.364 -2.104
H19 -0.656 -4.534 5.102
H20 4.446 3.545 -1.353
H21 -0.388 -1.227 8.592
H22 -7.181 -0.887 -3.033
H23 -4.471 2.216 1.799
H24 4.370 6.149 -0.426
H25 5.962 -1.654 -5.263
O13 -3.488 -0.375 0.232
O14 -7.081 2.382 4.461
H26 -8.656 -0.108 -7.464
H27 1.115 -1.397 -3.358
H28 2.417 -2.535 -2.826
C10 0.179 1.585 -2.439
N6 -0.992 -3.014 3.723
O15 -2.378 1.209 1.156
C11 5.790 -0.865 -4.541
H29 -7.155 -0.747 -1.249
O16 -0.263 -3.359 -0.590
H30 -5.438 2.391 6.214
O17 -8.043 0.306 -4.984
H31 0.795 -8.399 2.941
P1 -0.027 -0.585 -0.636
H32 -9.348 -1.711 -7.069
H33 -0.403 -1.942 1.323
C12 -0.268 1.204 -1.012
O18 0.823 8.631 -0.124
H34 -5.227 0.597 1.888
N7 -8.327 -0.751 -5.506
N8 5.024 -4.372 1.751
C13 -1.438 -3.814 4.886
H35 0.361 8.195 -3.054
H36 6.366 0.021 -4.784
H37 -0.338 7.252 -1.701
O19 6.104 -3.862 1.954
H38 -3.138 -3.519 -1.466
H39 -2.491 -2.634 -0.055
H40 -3.024 -4.329 0.129
N9 -6.293 1.470 4.531
H41 3.744 2.086 -0.662
C14 -9.183 -0.699 -6.721
O20 -1.688 -3.026 2.721
C15 7.839 3.089 -3.374
H42 -5.426 0.601 6.225
H43 -4.300 1.493 5.162
O21 3.620 -1.075 -5.337
H44 -0.289 -9.262 4.076
O22 0.042 -2.389 3.842
H45 7.032 2.950 -4.088
O23 -1.404 -7.200 4.596
H46 1.217 6.753 -2.429
C16 3.894 -3.450 1.458
H47 3.781 -2.793 2.315
O24 -4.944 -2.621 -2.033
H48 -1.067 -1.272 -1.263
H49 -7.327 -2.353 -2.021
N10 -2.385 -1.073 8.003
C17 1.997 -1.531 -2.732
N11 -0.235 -7.174 4.281
C18 4.883 6.827 -1.103
H50 -1.400 -0.165 9.619
H51 0.155 1.837 -0.230
O25 4.794 -5.563 1.766
H52 -1.345 1.347 -0.955
O26 1.739 3.432 -2.159
H53 8.371 4.013 -3.565
H54 -0.462 2.408 -2.763
O27 -4.762 -0.481 -2.204
N12 6.079 6.112 -1.625
H55 -1.578 -1.943 9.720
H56 1.261 -8.580 4.657
N13 4.349 -0.493 -4.570
O28 9.924 2.202 -3.857
O29 0.443 -6.168 4.202
C19 -5.283 1.495 5.625
C20 2.316 3.678 -0.939

Output
Strongest force on any atom   1.54 eV/Å
Net charge   +1
ΔE to the lowest compared entry with this formula, charge and spin   6.68 kcal per mole
Frontier orbital gap   9.914 eV
E_tot   -4054.24021 Eh

=====

DFT (ωB97M-V/def2-TZVPD) results for a cluster of 8 separate species, C20H56BO9S7 in total in a non-equilibrium geometry.

Element x y z (Å)
H1 -7.930 -4.253 0.442
H2 3.837 3.580 0.691
O1 5.968 4.075 2.548
H3 -5.366 3.643 -1.755
H4 -1.080 0.493 2.290
H5 -7.041 -6.403 1.616
O2 5.647 -5.762 1.030
H6 -3.730 3.560 -3.979
H7 0.606 3.028 -1.183
O3 -4.611 -3.757 1.731
H8 0.116 6.070 1.922
H9 -5.533 -6.255 0.661
C1 -0.744 3.139 -3.017
S1 4.206 -6.156 1.162
C2 4.134 -7.598 2.252
S2 -2.555 -0.290 0.547
H10 3.800 5.340 0.976
H11 -5.465 0.336 -5.288
H12 4.673 -7.394 3.181
C3 -0.946 0.020 1.314
C4 -0.285 3.711 -1.513
H13 3.405 -4.012 1.857
H14 -2.006 1.661 -1.797
H15 -0.889 4.006 -3.802
H16 -4.914 -0.292 -6.863
O4 -3.296 -0.929 -3.717
S3 0.793 2.520 4.285
C5 -2.107 2.206 -2.853
H17 6.190 -3.049 -0.765
C6 4.648 -0.798 -1.646
H18 -2.593 -2.229 1.971
S4 5.740 -0.751 -0.204
H19 -6.396 -4.169 -0.479
S5 -6.018 -4.244 1.904
H20 0.132 2.442 -3.426
C7 0.915 1.578 5.825
H21 -3.040 4.256 -2.327
H22 -2.758 -1.722 -7.183
H23 1.217 0.549 5.613
H24 4.351 4.712 -0.598
H25 -3.336 -2.812 -5.883
O5 -3.320 1.000 0.568
H26 -2.200 1.376 -3.697
H27 4.604 -8.442 1.741
H28 6.344 -2.738 0.983
H29 1.640 2.053 6.490
H30 5.929 2.192 0.382
H31 -1.402 5.281 1.130
H32 2.714 1.190 3.678
H33 6.507 3.282 -0.918
C8 -6.932 -3.811 0.404
O6 0.507 7.185 -0.545
H34 -1.215 3.517 -0.820
O7 -0.084 1.742 3.349
H35 4.474 0.226 -1.982
H36 -5.456 -6.510 2.425
C9 3.432 -5.001 2.321
H37 3.182 2.714 4.495
H38 0.307 4.299 1.255
H39 -3.203 -0.775 2.820
B1 -3.411 3.262 -2.882
H40 2.650 2.737 2.794
H41 -4.229 -1.612 1.627
H42 3.092 -7.843 2.468
H43 -0.066 1.574 6.306
C10 -4.929 -0.475 -5.786
C11 -2.703 -1.951 -6.116
H44 -0.376 0.689 0.664
H45 4.012 -4.953 3.245
O8 0.052 5.127 -1.717
C12 4.336 4.529 0.479
C13 -0.212 5.328 1.046
O9 4.977 -0.112 0.918
C14 5.745 -2.536 0.091
H46 2.411 -5.328 2.534
C15 -3.205 -1.329 1.879
H47 -0.404 -0.922 1.424
C16 0.139 5.877 -0.457
C17 -4.687 2.689 -1.964
H48 -5.323 1.878 -2.533
C18 6.562 3.052 0.149
H49 5.127 -1.365 -2.448
H50 -4.313 2.312 -0.896
H51 4.725 -2.893 0.255
H52 -1.668 -2.183 -5.850
H53 -5.428 -1.424 -5.574
C19 2.507 2.260 3.765
S6 6.032 4.492 1.109
S7 -3.233 -0.512 -5.156
C20 -6.014 -6.031 1.617
H54 -7.021 -2.723 0.355
H55 3.694 -1.260 -1.379
H56 7.596 2.821 0.415

Output
Strongest force on any atom   8.26 eV/Å
Net charge   -1
Frontier orbital gap   5.725 eV
E_tot   -4284.57537 Eh

=====

DFT (ωB97M-V/def2-TZVPD) results for a structure of composition C20H56Cl6O24P6 in a non-equilibrium geometry.

Element x y z (Å)
H1 -0.092 -2.616 7.304
O1 -0.266 0.769 -4.271
O2 -4.092 -1.428 -0.844
H2 -0.045 -2.987 1.664
H3 -0.303 -5.198 1.488
H4 -1.041 -4.331 2.123
H5 2.123 -1.783 -4.869
H6 -1.962 -2.483 -2.718
O3 -2.812 0.305 -3.996
H7 -1.815 -3.068 1.273
C1 0.115 -1.695 6.759
C2 0.733 3.837 0.029
H8 4.211 0.891 0.030
C3 -6.699 -1.547 1.242
H9 -6.552 -1.613 2.319
O4 3.338 2.106 0.146
H10 1.260 3.026 -1.702
H11 -4.189 0.908 -5.464
O5 3.366 -0.746 -3.514
H12 3.733 -0.674 -0.749
Cl1 -0.514 0.948 6.735
O6 -1.390 -2.695 3.251
C4 2.093 -2.033 3.347
O7 -0.852 -1.716 5.659
O8 0.617 -2.141 -1.397
Cl2 0.960 2.711 4.926
H13 -2.775 -2.058 0.641
O9 -0.778 -3.765 0.068
H14 -3.503 -0.552 0.969
O10 -1.177 -1.715 -4.134
C5 2.028 2.300 -1.433
H15 2.936 2.903 -1.464
C6 -1.042 -3.246 2.020
H16 2.309 -2.810 2.613
H17 0.838 -0.707 -2.717
H18 -1.683 1.956 -2.101
H19 3.636 3.688 4.348
H20 1.046 -4.176 1.047
C7 0.166 -4.681 0.650
O11 4.232 4.368 1.168
H21 1.384 -0.498 -4.046
P1 -0.398 -1.677 4.074
H22 5.949 4.310 0.141
C8 -3.556 0.069 -5.176
O12 -1.199 -0.117 -2.063
C9 -3.937 1.120 -2.387
Cl3 -1.825 2.400 4.594
O13 4.693 0.856 -1.928
O14 -6.424 -0.963 -1.901
H23 -0.218 4.223 0.394
H24 -2.324 -0.608 -0.350
P2 -0.402 -2.200 -0.137
H25 -4.534 1.469 -3.230
O15 2.774 2.840 2.595
C10 1.253 -0.858 -1.721
H26 1.919 3.758 4.273
H27 -6.267 -2.430 0.771
H28 -3.170 1.878 -2.228
O16 3.992 1.742 -4.214
O17 1.850 4.295 0.739
H29 2.321 -1.023 -1.863
H30 6.064 4.430 1.930
O18 2.177 1.250 -2.401
H31 -2.857 -0.110 -5.994
C11 -1.344 1.171 -1.426
H32 1.887 1.925 -0.420
H33 -0.472 1.427 -0.823
O19 -1.812 -1.733 -0.776
H34 1.653 1.164 -3.627
O20 -4.693 0.918 -1.236
C12 1.136 0.522 -4.340
Cl4 -0.286 1.703 2.795
P3 3.589 0.830 -3.122
H35 5.780 2.881 1.144
H36 2.670 4.832 3.273
H37 2.000 -1.110 2.776
H38 -3.483 0.185 -2.716
C13 -0.359 1.536 5.055
H39 1.153 -1.635 6.430
C14 -2.483 -2.545 -1.763
Cl5 0.878 1.088 0.084
H40 0.035 -0.344 1.843
P4 -1.326 -0.316 -3.661
H41 -7.747 -1.363 1.002
H42 2.877 -0.357 -5.608
H43 -2.570 -3.585 -1.446
O21 -0.353 -0.315 3.455
P5 -5.427 -0.499 -0.913
O22 -5.966 -0.465 0.660
H44 0.556 2.774 0.193
C15 3.008 -1.147 -4.869
H45 -2.035 0.940 -0.615
H46 -3.535 -2.276 -1.864
H47 -4.119 -0.836 -4.947
H48 0.875 3.996 -1.040
O23 0.192 -1.474 1.025
Cl6 -1.969 0.481 0.701
H49 3.879 -1.707 -5.210
C16 -0.278 0.589 1.374
C17 2.811 3.818 3.648
O24 1.015 -2.495 4.084
P6 3.023 3.273 1.060
H50 1.077 -0.009 -1.060
H51 0.459 -5.433 -0.083
H52 2.840 -1.882 4.127
C18 4.463 0.136 -0.714
H53 1.469 0.697 -5.363
H54 -0.007 -0.832 7.414
C19 -3.128 -1.155 0.142
C20 5.560 3.947 1.093
H55 5.387 -0.387 -0.467
H56 -0.306 0.660 4.409

Output
Strongest force on any atom   15.62 eV/Å
Net charge   0
ΔE to the lowest compared entry with this formula, charge and spin   1117.80 kcal per mole
Frontier orbital gap   7.252 eV
E_tot   -7409.47479 Eh